DFT (the ωB97M-V functional and the def2-TZVPD basis) results for the molecule C7H16BN3O2 at a distorted geometry.

The SMILES is [H]/N=C\CN(C=C)CCOCB(N)O. For the LUMO energy, the calculation gives 0.0128 Eh. The molecular weight is 185.0 g mol⁻¹. The value obtained for the total energy is -16755.378 eV. For the HOMO energy, the calculation gives -0.3202 hartree.

Geometry (Å):
H 3.1514 2.8731 1.0525
N 3.2940 2.2386 1.8686
C 3.4452 0.9177 1.4336
C 3.3944 0.6160 -0.1856
N 2.1380 -0.1437 -0.6275
C 2.1420 -1.3952 0.2217
C 2.6921 -2.7100 -0.3001
C 0.9004 0.7028 -0.4311
C -0.5186 -0.0548 -0.7742
O -1.5578 0.5900 0.0488
C -2.8398 0.7089 -0.6618
B -4.0676 -0.1024 0.1304
N -5.4600 0.5583 0.0291
O -3.8880 -1.3848 0.8496
H 3.6132 0.0818 2.2591
H 4.3316 -0.0750 -0.4193
H 3.5261 1.6031 -0.7997
H 1.6918 -1.4515 1.3164
H 2.4103 -3.7106 0.2698
H 3.4378 -2.7920 -1.2066
H 0.7852 1.1797 0.6312
H 0.9864 1.5993 -1.2129
H -0.5399 -1.1985 -0.5175
H -0.6808 0.0386 -1.9325
H -3.1830 1.8506 -0.7085
H -2.8351 0.3221 -1.7660
H -5.7956 0.4224 -0.9667
H -6.1235 0.1267 0.7110
H -4.4503 -1.4109 1.6882

Here are the natural (NBO) charges for atoms 1 to 4, given in e: 0.327, -0.607, 0.070, -0.288